--- one ---
Here is a molecular structure, C6H6O from the Open Molecules 2025 dataset. Energies are from wB97M-V/def2-TZVPD.

Results
2S+1   1
Gap between HOMO and LUMO   10.7 eV
Net charge   0
E_LUMO   0.8 eV

Last column: Löwdin charge in e.
Element x y z (Å)
O 0.052 -0.616 1.760  -0.008
C 0.527 -0.943 0.510  -0.411
C -0.537 -0.684 -0.588  -0.172
C -1.090 0.672 -0.550  -0.162
C -1.515 1.796 -0.465  0.130
C 2.266 -0.565 0.477  0.009
C 1.771 0.357 -0.210  0.016
H -0.214 0.317 1.743  0.102
H 0.713 -2.015 0.497  0.129
H -1.345 -1.398 -0.391  0.129
H -0.128 -0.908 -1.578  0.128
H -1.909 2.787 -0.407  0.035
H 1.409 1.189 -0.787  0.075

***

--- two ---
Here is C6H6O in the gas phase from the Open Molecules 2025 dataset. Energies are from wB97M-V/def2-TZVPD.

Results
Structure (SMILES)   C#CC1=CCOC1
2S+1   1
Gap between HOMO and LUMO   10.0 eV
Net charge   0
E_LUMO   1.0 eV

Last column: natural (NBO) charge in e.
Element x y z (Å)
C -0.703 2.774 -1.203  -0.196
C -0.552 1.644 -0.811  -0.038
C -0.284 0.379 -0.211  -0.123
C -0.877 -0.803 -0.371  -0.163
C -0.291 -1.786 0.603  -0.091
O 0.770 -1.096 1.246  -0.519
C 0.792 0.260 0.844  -0.067
H -0.848 3.777 -1.541  0.238
H -1.683 -1.038 -1.059  0.226
H -1.044 -2.096 1.346  0.180
H 0.100 -2.694 0.123  0.186
H 1.780 0.521 0.440  0.185
H 0.592 0.930 1.695  0.181

***

Name the most stable of them. two.

***

--- one ---
Here is C2H4N2S3 in the gas phase from the Open Molecules 2025 dataset. Energies are from wB97M-V/def2-TZVPD.

Results
Structure (SMILES)   S=CNS/C=N/S
2S+1   1
Gap between HOMO and LUMO   9.0 eV
Net charge   0
E_LUMO   0.4 eV

Last column: natural (NBO) charge in e.
Element x y z (Å)
C -0.394 0.827 -0.106  -0.096
C 0.392 -2.156 1.278  -0.093
H -0.468 3.915 -1.611  0.119
H 0.324 0.773 0.706  0.191
H -1.505 -1.554 1.769  0.414
H 0.342 -2.642 2.260  0.195
N -0.664 1.784 -0.897  -0.561
N -0.761 -1.518 1.040  -0.748
S 0.159 3.258 -0.642  0.181
S -1.183 -0.709 -0.406  0.490
S 1.729 -2.198 0.350  -0.093

***

--- two ---
Here is 2 unconnected molecules or ions with the total composition C2H4N2S3 from the Open Molecules 2025 dataset. Energies are from wB97M-V/def2-TZVPD.

Results
Structure (SMILES)   S=c1[nH]ncs1.S
2S+1   1
Gap between HOMO and LUMO   9.0 eV
Net charge   0
E_LUMO   0.4 eV

Last column: natural (NBO) charge in e.
Element x y z (Å)
C -0.576 -1.258 -0.405  -0.134
C -2.177 0.592 -0.204  -0.161
N -0.193 -0.452 0.448  -0.210
N -1.080 0.533 0.658  -0.401
S -2.012 -0.817 -1.302  0.351
S 3.048 0.346 -0.334  -0.310
S -3.424 1.603 -0.108  -0.081
H 0.079 -2.053 -0.701  0.227
H -1.103 1.093 1.415  0.408
H 4.163 -0.542 -0.316  0.161
H 3.275 0.957 0.849  0.149

***

Name the most stable of them. two.

***

--- one ---
Here is C7H10N2O2 in the gas phase from the Open Molecules 2025 dataset. Energies are from wB97M-V/def2-TZVPD.

Results
Structure (SMILES)   C/C(=C/N)[C@@H]1C=CC=[N+]([O-])O1
2S+1   1
Gap between HOMO and LUMO   8.4 eV
Net charge   0
E_LUMO   0.2 eV

Last column: natural (NBO) charge in e.
Element x y z (Å)
C 0.294 -0.790 1.590  -0.217
C -0.858 -0.381 0.640  0.009
C 1.263 -1.568 1.096  -0.212
C -0.715 0.880 -0.230  -0.102
C 1.208 -1.936 -0.285  -0.123
C 0.395 1.635 -0.430  0.006
C -2.135 1.353 -0.795  -0.629
N 1.699 1.360 0.097  -0.849
N 0.075 -1.940 -0.966  0.401
O -1.105 -1.438 -0.339  -0.356
O -0.050 -2.459 -2.072  -0.421
H 0.235 -0.492 2.537  0.202
H -1.824 -0.189 1.086  0.221
H 1.997 -1.823 1.770  0.222
H 2.180 -2.083 -0.739  0.231
H 0.299 2.402 -1.188  0.198
H -1.871 2.301 -1.408  0.208
H -2.819 1.731 -0.072  0.210
H -2.435 0.501 -1.390  0.230
H 1.700 0.927 1.054  0.385
H 2.468 2.009 0.044  0.385

***

--- two ---
Here is C7H10N2O2 in the gas phase from the Open Molecules 2025 dataset. Energies are from wB97M-V/def2-TZVPD.

Results
Structure (SMILES)   C[C@H]1C(=O)N[C@@H]2CCC(=O)N21
2S+1   1
Gap between HOMO and LUMO   10.2 eV
Net charge   0
E_LUMO   0.6 eV

Last column: natural (NBO) charge in e.
Element x y z (Å)
C -0.681 0.242 2.400  -0.605
C -0.586 -0.476 1.013  -0.152
C 0.121 1.054 -0.722  0.129
C 0.861 0.477 -1.979  -0.412
C 2.120 -0.029 -1.317  -0.512
C 1.570 -0.702 -0.131  0.689
C -1.740 0.070 0.216  0.667
H -1.640 -0.011 2.847  0.221
H -0.580 1.283 2.349  0.208
H 0.097 0.007 3.227  0.225
H -0.475 -1.563 1.086  0.258
H 0.504 2.074 -0.543  0.182
H 1.068 1.175 -2.836  0.220
H 0.169 -0.278 -2.505  0.217
H 2.529 0.882 -0.829  0.230
H 2.707 -0.684 -1.918  0.249
H -1.863 1.463 -1.241  0.416
N 0.574 0.103 0.363  -0.438
N -1.264 0.911 -0.686  -0.615
O 1.944 -1.726 0.382  -0.582
O -2.902 -0.182 0.336  -0.593

***

Name the most stable of them. two.

***

--- one ---
Here is C3H8BrN in the gas phase from the Open Molecules 2025 dataset. Energies are from wB97M-V/def2-TZVPD.

Results
Structure (SMILES)   CCN(C)Br
2S+1   1
Gap between HOMO and LUMO   9.2 eV
Net charge   0
E_LUMO   0.5 eV

Last column: natural (NBO) charge in e.
Element x y z (Å)
C 0.931 -1.085 1.297  -0.591
C -0.604 0.709 -1.743  -0.412
C 0.097 0.093 0.668  -0.255
N -0.539 -0.426 -0.555  -0.466
Br -2.348 -1.150 -0.311  0.093
H 1.417 -1.607 0.534  0.213
H 1.637 -0.533 1.948  0.196
H 0.437 -1.760 1.897  0.207
H -1.386 0.524 -2.560  0.230
H -0.770 1.524 -1.135  0.184
H 0.482 0.698 -2.036  0.207
H -0.542 0.545 1.455  0.196
H 0.878 0.752 0.383  0.200

***

--- two ---
Here is 2 unconnected molecules or ions with the total composition C3H8BrN from the Open Molecules 2025 dataset. Energies are from wB97M-V/def2-TZVPD.

Results
Structure (SMILES)   C/C=N/C.Br
2S+1   1
Gap between HOMO and LUMO   10.2 eV
Net charge   0
E_LUMO   0.8 eV

Last column: natural (NBO) charge in e.
Element x y z (Å)
C 1.422 1.700 -0.143  -0.668
C 0.358 -1.938 -0.078  -0.432
C 1.206 0.202 0.135  0.126
N 0.574 -0.614 -0.564  -0.411
Br -4.662 0.057 -0.019  -0.198
H 0.980 2.108 -1.164  0.229
H 0.831 2.212 0.712  0.226
H 2.528 1.849 -0.126  0.225
H -0.710 -1.827 0.149  0.211
H 0.565 -2.633 -0.896  0.209
H 0.985 -2.041 0.805  0.171
H -5.718 0.981 0.011  0.198
H 1.643 -0.055 1.177  0.115

***

Name the most stable of them. two.

***

--- one ---
Here is 2 unconnected molecules or ions with the total composition CH6NS from the Open Molecules 2025 dataset. Energies are from wB97M-V/def2-TZVPD.

Results
2S+1   1
Gap between HOMO and LUMO   7.7 eV
Net charge   +1
E_LUMO   -6.5 eV

Last column: natural (NBO) charge in e.
Element x y z (Å)
C 0.144 -0.183 0.862  -0.149
N 0.396 -0.843 -0.435  -0.727
S -1.513 1.627 -0.064  -0.148
H -0.708 -0.553 1.296  0.231
H 0.803 0.565 1.331  0.277
H 0.696 -1.849 -0.366  0.463
H 1.014 -0.351 -1.084  0.455
H -0.405 -0.661 -0.966  0.467
H -0.426 2.248 -0.575  0.131

***

--- two ---
Here is a molecular structure, CH6NS from the Open Molecules 2025 dataset. Energies are from wB97M-V/def2-TZVPD.

Results
2S+1   1
Gap between HOMO and LUMO   10.8 eV
Net charge   +1
E_LUMO   -4.2 eV

Last column: natural (NBO) charge in e.
Element x y z (Å)
C 0.451 -0.738 0.237  -0.288
N -0.994 0.443 0.117  -0.816
S 1.964 0.215 -0.027  0.120
H 0.376 -1.047 1.203  0.219
H -0.106 -1.428 -0.538  0.267
H -0.621 1.092 0.793  0.426
H -1.978 0.019 0.417  0.460
H -0.944 0.925 -0.787  0.433
H 1.852 0.518 -1.415  0.179

***

--- three ---
Here is a gas-phase ion, CH6NS (charge +1) from the Open Molecules 2025 dataset. Energies are from wB97M-V/def2-TZVPD.

Results
Structure (SMILES)   [NH3+]CS
2S+1   1
Gap between HOMO and LUMO   10.9 eV
Net charge   +1
E_LUMO   -4.0 eV

Last column: natural (NBO) charge in e.
Element x y z (Å)
C -0.665 -0.317 0.154  -0.321
N 0.612 -0.127 -0.815  -0.690
S -0.613 1.074 1.336  0.076
H -1.455 0.119 -0.295  0.236
H -0.577 -1.333 0.404  0.250
H 0.459 0.855 -1.091  0.446
H 0.609 -0.730 -1.568  0.430
H 1.501 -0.104 -0.352  0.441
H 0.129 0.563 2.227  0.133

***

Name the most stable of them. three.

***

--- one ---
Here is 2 unconnected molecules or ions with the total composition C2H7O2 from the Open Molecules 2025 dataset. Energies are from wB97M-V/def2-TZVPD.

Results
2S+1   1
Gap between HOMO and LUMO   11.4 eV
Net charge   +1
E_LUMO   -5.8 eV

Last column: natural (NBO) charge in e.
Element x y z (Å)
O 1.679 0.014 -0.395  -0.980
H 2.403 -0.612 -0.317  0.507
H -0.349 1.433 0.223  0.311
H 2.038 0.814 -0.796  0.513
C -1.085 0.748 0.652  -0.742
C -0.625 -0.561 0.149  0.618
O -0.956 -1.052 -0.990  -0.539
H -1.046 0.730 1.735  0.278
H -2.029 1.039 0.193  0.286
H 0.037 -1.139 0.795  0.203
H -0.068 -1.413 -1.248  0.545

***

--- two ---
Here is 2 unconnected molecules or ions with the total composition C2H7O2 from the Open Molecules 2025 dataset. Energies are from wB97M-V/def2-TZVPD.

Results
2S+1   1
Gap between HOMO and LUMO   11.4 eV
Net charge   +1
E_LUMO   -5.7 eV

Last column: natural (NBO) charge in e.
Element x y z (Å)
O 1.009 1.368 -0.445  -0.958
H 1.287 1.954 0.271  0.495
H -1.812 -1.635 0.232  0.321
H 1.042 2.059 -1.159  0.516
C -1.161 -0.726 -0.228  -0.763
C -0.066 -0.356 0.751  0.610
O 1.040 -0.942 0.765  -0.552
H -0.917 -1.068 -1.281  0.281
H -1.720 0.176 -0.387  0.272
H -0.186 0.216 1.649  0.216
H 1.484 -1.047 -0.168  0.563

***

Name the most stable of them. one.

***

--- one ---
Here is 3 unconnected molecules or ions with the total composition CH2N2O2S from the Open Molecules 2025 dataset. Energies are from wB97M-V/def2-TZVPD.

Results
2S+1   1
Gap between HOMO and LUMO (spin up / spin down)   8.7 / 6.6 eV
Net charge   0
E_LUMO (spin up / spin down)   -0.5 / -2.2 eV

Last column: natural (NBO) charge in e.
Element x y z (Å)
C -0.247 0.030 1.592  -0.032
N -0.108 0.984 2.208  -0.313
N 2.213 -0.391 -0.447  0.294
O -0.654 0.438 -1.035  -0.931
O 1.655 -1.340 -0.303  -0.116
S -0.518 -1.366 0.800  0.164
H -0.665 0.862 -1.849  0.459
H -1.675 0.784 -0.967  0.475

***

--- two ---
Here is 2 unconnected molecules or ions with the total composition CH2N2O2S from the Open Molecules 2025 dataset. Energies are from wB97M-V/def2-TZVPD.

Results
2S+1   1
Gap between HOMO and LUMO   8.6 eV
Net charge   0
E_LUMO   -1.5 eV

Last column: natural (NBO) charge in e.
Element x y z (Å)
C -0.275 -1.587 -0.099  0.403
N -0.009 -0.284 -0.058  -0.851
N -0.547 -2.684 0.077  -0.401
O -5.212 0.876 -0.081  -0.814
O -2.866 0.342 0.049  -0.876
S -4.217 -0.115 0.099  1.696
H 0.888 -0.100 -0.406  0.409
H -0.882 0.162 -0.310  0.435

***

Name the most stable of them. two.

***

--- one ---
Here is CH2N2O2S in the gas phase from the Open Molecules 2025 dataset. Energies are from wB97M-V/def2-TZVPD.

Results
2S+1   1
Gap between HOMO and LUMO   11.2 eV
Net charge   0
E_LUMO   0.7 eV

Last column: natural (NBO) charge in e.
Element x y z (Å)
C -0.994 -0.535 0.137  0.269
N -0.126 -0.846 0.969  -0.674
N -0.391 0.504 -0.552  -0.885
O 1.935 -0.261 -0.669  -0.870
O 1.061 1.237 1.205  -0.869
S 0.992 0.218 0.295  2.400
H -2.111 -0.815 0.184  0.228
H -0.366 0.497 -1.569  0.401

***

--- two ---
Here is 2 unconnected molecules or ions with the total composition CH2N2O2S from the Open Molecules 2025 dataset. Energies are from wB97M-V/def2-TZVPD.

Results
2S+1   1
Gap between HOMO and LUMO   10.8 eV
Net charge   0
E_LUMO   -0.1 eV

Last column: natural (NBO) charge in e.
Element x y z (Å)
C -2.595 1.538 0.845  -0.181
N 0.267 -0.368 0.464  -0.497
N 0.180 0.188 -0.641  0.567
O -0.912 -0.368 -1.345  -0.528
O 0.893 1.042 -1.075  -0.385
S -2.650 1.721 -0.684  0.172
H -1.285 -0.976 -0.742  0.497
H 0.977 0.099 1.006  0.355

***

Name the most stable of them. one.